{
  "formula": "C37H36INO10P2PbS2",
  "method": "wB97M-V/def2-TZVPD",
  "species": ["Pb", "O", "C", "C", "C", "C", "C", "C", "N", "H", "H", "H", "H", "H", "H", "H", "O", "S", "O", "O", "C", "C", "C", "C", "C", "C", "S", "O", "O", "O", "H", "H", "H", "H", "I", "C", "C", "C", "C", "C", "C", "C", "C", "C", "P", "C", "C", "C", "C", "C", "C", "C", "C", "C", "C", "C", "C", "C", "H", "H", "H", "H", "H", "H", "H", "H", "H", "H", "H", "H", "H", "H", "H", "H", "C", "O", "P", "O", "C", "O", "C", "H", "H", "H", "H", "H", "H", "H", "H", "H"],
  "coordinates": [[-0.07, 0.02, -0.01], [-1.16, 2.27, 1.01], [-2.38, 2.67, 0.41], [-3.29, 1.50, 0.17], [-4.67, 1.70, 0.21], [-5.51, 0.63, -0.05], [-4.96, -0.61, -0.33], [-3.58, -0.71, -0.35], [-2.76, 0.32, -0.12], [-0.45, 2.83, 0.62], [-2.19, 3.17, -0.55], [-2.89, 3.38, 1.07], [-5.07, 2.67, 0.45], [-6.59, 0.76, -0.02], [-5.57, -1.47, -0.54], [-3.10, -1.66, -0.57], [2.93, -1.19, -3.38], [1.90, -0.31, -2.89], [0.65, -0.34, -3.59], [1.73, -0.50, -1.41], [2.60, 1.35, -3.04], [3.86, 1.39, -3.62], [4.53, 2.59, -3.80], [3.94, 3.78, -3.41], [2.69, 3.75, -2.83], [2.01, 2.55, -2.64], [0.43, 2.84, -1.85], [-0.27, 3.80, -2.65], [0.79, 3.31, -0.50], [-0.31, 1.55, -1.74], [4.31, 0.46, -3.92], [5.51, 2.59, -4.26], [4.45, 4.72, -3.55], [2.21, 4.68, -2.52], [2.53, 1.86, 1.44], [3.92, 0.80, 2.61], [5.22, 1.01, 2.21], [6.30, 0.66, 3.04], [6.06, 0.19, 4.29], [4.73, -0.05, 4.73], [4.51, -0.50, 6.05], [3.25, -0.76, 6.50], [2.18, -0.70, 5.59], [2.34, -0.30, 4.29], [1.01, -0.74, 3.09], [0.61, -2.43, 3.67], [1.40, -3.46, 3.14], [1.18, -4.78, 3.50], [0.16, -5.10, 4.39], [-0.63, -4.09, 4.91], [-0.41, -2.76, 4.56], [-0.44, 0.23, 3.61], [-1.69, -0.19, 3.16], [-2.83, 0.57, 3.39], [-2.72, 1.78, 4.08], [-1.48, 2.21, 4.52], [-0.34, 1.44, 4.29], [3.63, 0.16, 3.85], [5.41, 1.50, 1.27], [7.31, 0.82, 2.69], [6.87, -0.02, 4.98], [5.37, -0.62, 6.70], [3.08, -1.08, 7.52], [1.21, -1.05, 5.92], [2.18, -3.21, 2.44], [1.81, -5.56, 3.09], [-0.02, -6.13, 4.66], [-1.43, -4.33, 5.60], [-1.03, -1.99, 4.98], [-1.79, -1.13, 2.62], [-3.79, 0.23, 3.04], [-3.60, 2.38, 4.26], [-1.39, 3.15, 5.04], [0.62, 1.78, 4.64], [-1.89, -4.34, 1.12], [-0.98, -4.53, 0.04], [0.06, -3.31, -0.23], [-0.87, -2.29, -1.13], [-1.33, -2.64, -2.46], [0.92, -4.08, -1.33], [2.33, -3.79, -1.47], [-2.25, -5.33, 1.41], [-2.74, -3.73, 0.81], [-1.39, -3.88, 1.98], [-2.13, -1.94, -2.71], [-1.70, -3.66, -2.46], [-0.52, -2.51, -3.17], [2.51, -3.32, -2.43], [2.87, -4.73, -1.39], [2.66, -3.10, -0.69]],
  "relative_energy_kj_mol": 0.00,
  "e_tot_ev": -114517.712,
  "e_homo_ha": -0.3030,
  "mol_weight_g_mol": 1114.9,
  "total_charge": 0
}

***

{
  "formula": "CClNO2S",
  "method": "wB97M-V/def2-TZVPD",
  "species": ["C", "N", "O", "O", "S", "Cl"],
  "coordinates": [[-0.35, 1.11, 0.20], [-0.70, 1.83, -0.61], [-0.40, -1.09, -1.76], [1.00, -0.09, 1.93], [-0.06, -0.39, 0.91], [0.51, -1.38, -0.67]],
  "relative_energy_kj_mol": 530.53,
  "e_tot_ev": -29972.763,
  "e_homo_ha": -0.3815,
  "mol_weight_g_mol": 125.5,
  "total_charge": 0
}

***

{
  "formula": "C6H12O",
  "method": "wB97M-V/def2-TZVPD",
  "species": ["C", "C", "C", "O", "C", "C", "C", "H", "H", "H", "H", "H", "H", "H", "H", "H", "H", "H", "H"],
  "coordinates": [[-2.34, 0.51, 0.21], [-1.07, -0.29, 0.44], [-0.67, -1.10, -0.82], [0.72, -0.95, -1.01], [1.31, -0.32, 0.12], [2.55, 0.41, -0.34], [0.19, 0.54, 0.71], [-3.20, -0.15, 0.05], [-2.23, 1.14, -0.68], [-2.56, 1.16, 1.06], [-1.21, -1.00, 1.26], [-0.94, -2.15, -0.70], [-1.19, -0.73, -1.71], [1.59, -1.10, 0.85], [3.26, -0.30, -0.77], [3.04, 0.91, 0.50], [2.29, 1.15, -1.10], [0.14, 1.49, 0.15], [0.32, 0.77, 1.77]],
  "relative_energy_kj_mol": 32.62,
  "e_tot_ev": -8464.016,
  "e_homo_ha": -0.3488,
  "mol_weight_g_mol": 100.2,
  "smiles": "C[C@H]1CO[C@@H](C)C1",
  "total_charge": 0
}

***

{
  "formula": "C61H150N10O12",
  "method": "wB97M-V/def2-TZVPD",
  "species": ["C", "C", "C", "C", "C", "C", "C", "C", "C", "N", "O", "H", "H", "H", "H", "H", "H", "H", "H", "H", "H", "H", "H", "H", "H", "H", "H", "H", "H", "H", "C", "C", "C", "C", "C", "C", "C", "C", "C", "N", "O", "H", "H", "H", "H", "H", "H", "H", "H", "H", "H", "H", "H", "H", "H", "H", "H", "H", "H", "H", "C", "C", "C", "C", "C", "C", "C", "C", "C", "N", "O", "H", "H", "H", "H", "H", "H", "H", "H", "H", "H", "H", "H", "H", "H", "H", "H", "H", "H", "H", "C", "O", "C", "C", "C", "N", "H", "H", "H", "H", "H", "H", "H", "H", "H", "H", "H", "C", "O", "C", "C", "C", "N", "H", "H", "H", "H", "H", "H", "H", "H", "H", "H", "H", "C", "O", "C", "C", "C", "N", "H", "H", "H", "H", "H", "H", "H", "H", "H", "H", "H", "C", "O", "C", "C", "C", "N", "H", "H", "H", "H", "H", "H", "H", "H", "H", "H", "H", "C", "O", "C", "C", "C", "N", "H", "H", "H", "H", "H", "H", "H", "H", "H", "H", "H", "C", "O", "C", "C", "C", "N", "H", "H", "H", "H", "H", "H", "H", "H", "H", "H", "H", "C", "O", "C", "C", "C", "N", "H", "H", "H", "H", "H", "H", "H", "H", "H", "H", "H", "C", "C", "C", "O", "H", "H", "H", "H", "H", "H", "H", "H", "C", "C", "C", "O", "H", "H", "H", "H", "H", "H", "H", "H"],
  "coordinates": [[0.17, 1.68, -6.92], [0.76, 2.53, -5.83], [0.90, 3.98, -6.30], [-0.15, 2.51, -4.56], [-0.13, 1.16, -3.91], [1.21, 0.90, -3.42], [2.25, 0.85, -4.57], [3.66, 0.94, -4.04], [2.12, -0.51, -5.29], [2.08, 2.09, -5.38], [2.99, 1.87, -6.54], [-0.32, 0.81, -6.46], [-0.60, 2.29, -7.39], [0.94, 1.27, -7.61], [1.58, 3.97, -7.21], [-0.11, 4.33, -6.54], [1.33, 4.54, -5.50], [0.27, 3.30, -3.85], [-1.13, 2.83, -4.98], [-0.96, 1.14, -3.16], [-0.45, 0.39, -4.59], [1.26, 0.03, -2.78], [1.41, 1.75, -2.73], [3.74, 0.26, -3.19], [3.74, 1.96, -3.65], [4.35, 0.63, -4.81], [2.72, -0.61, -6.16], [1.05, -0.73, -5.53], [2.39, -1.20, -4.56], [3.86, 2.25, -6.26], [0.92, 5.74, -0.95], [0.21, 6.69, 0.06], [0.46, 6.05, 1.47], [0.81, 8.04, 0.01], [0.20, 8.88, -1.13], [-1.33, 8.88, -1.20], [-1.84, 7.44, -1.24], [-3.35, 7.41, -1.05], [-1.52, 6.83, -2.63], [-1.23, 6.75, -0.10], [-1.70, 5.40, -0.11], [1.93, 5.48, -0.63], [0.34, 4.80, -1.03], [0.95, 6.15, -2.00], [0.11, 4.98, 1.45], [1.58, 6.03, 1.71], [-0.13, 6.58, 2.23], [0.49, 8.58, 0.92], [1.85, 8.05, -0.07], [0.61, 9.90, -0.88], [0.57, 8.56, -2.08], [-1.67, 9.43, -2.10], [-1.81, 9.41, -0.38], [-3.78, 6.49, -1.44], [-3.91, 8.23, -1.47], [-3.56, 7.32, 0.07], [-0.50, 7.14, -2.95], [-2.15, 7.24, -3.42], [-1.58, 5.78, -2.55], [-2.01, 5.32, 0.79], [-3.17, -3.68, -5.88], [-1.75, -3.58, -5.16], [-0.70, -3.83, -6.23], [-1.45, -2.15, -4.64], [-2.35, -1.71, -3.45], [-2.12, -2.76, -2.35], [-2.34, -4.23, -2.82], [-1.76, -5.14, -1.73], [-3.88, -4.41, -2.94], [-1.53, -4.47, -4.04], [-1.65, -5.79, -4.38], [-3.51, -4.67, -6.18], [-4.04, -3.02, -5.57], [-2.90, -3.24, -6.80], [-0.85, -4.79, -6.72], [-0.76, -3.03, -7.02], [0.26, -3.87, -5.73], [-0.40, -2.25, -4.35], [-1.51, -1.56, -5.53], [-2.08, -0.69, -3.09], [-3.42, -1.75, -3.81], [-2.76, -2.62, -1.53], [-1.07, -2.73, -2.02], [-2.10, -6.19, -1.80], [-2.19, -4.80, -0.77], [-0.66, -5.15, -1.80], [-4.20, -5.15, -3.64], [-4.45, -3.47, -3.28], [-4.32, -4.77, -2.01], [-2.59, -5.94, -4.51], [-3.28, 2.93, -2.34], [-4.52, 2.96, -1.72], [-4.47, 2.27, -0.46], [-4.56, 0.71, -0.67], [-5.83, 0.23, -1.39], [-4.39, 0.14, 0.66], [-3.36, 3.34, -3.37], [-2.92, 1.93, -2.54], [-2.50, 3.46, -1.77], [-3.55, 2.47, 0.05], [-5.33, 2.63, 0.15], [-3.77, 0.37, -1.29], [-6.63, 0.83, -1.07], [-6.05, -0.81, -1.19], [-5.81, 0.30, -2.47], [-4.47, -0.88, 0.70], [-5.07, 0.51, 1.33], [-4.67, 5.13, 2.00], [-3.47, 4.62, 2.48], [-3.65, 3.26, 2.97], [-2.25, 2.66, 3.15], [-2.18, 1.42, 4.09], [-1.20, 3.57, 3.50], [-4.53, 6.14, 1.68], [-5.39, 5.27, 2.80], [-5.03, 4.59, 1.10], [-4.31, 3.27, 3.93], [-4.22, 2.71, 2.20], [-1.97, 2.34, 2.14], [-1.09, 1.31, 4.07], [-2.77, 0.60, 3.81], [-2.46, 1.68, 5.11], [-1.28, 3.68, 4.52], [-1.32, 4.46, 3.05], [0.30, -2.39, 0.35], [0.73, -1.25, -0.40], [1.26, -0.23, 0.41], [0.24, 0.72, 1.03], [-0.57, 1.50, 0.00], [1.04, 1.57, 2.03], [1.17, -2.95, 0.71], [-0.14, -3.15, -0.27], [-0.33, -2.18, 1.20], [1.76, -0.73, 1.28], [1.97, 0.29, -0.23], [-0.47, 0.16, 1.63], [-0.08, 2.48, -0.22], [-1.63, 1.65, 0.32], [-0.65, 0.88, -0.90], [1.86, 2.09, 1.76], [0.48, 2.29, 2.48], [2.61, -3.51, 7.27], [1.67, -3.20, 6.28], [1.68, -1.86, 5.87], [1.23, -1.73, 4.39], [-0.18, -2.31, 4.23], [2.25, -2.53, 3.64], [2.50, -4.53, 7.61], [2.45, -2.89, 8.20], [3.65, -3.41, 6.95], [1.06, -1.26, 6.57], [2.72, -1.50, 5.93], [1.29, -0.63, 4.11], [-0.13, -3.33, 3.95], [-0.80, -1.74, 3.55], [-0.66, -2.28, 5.22], [2.10, -2.56, 2.63], [2.36, -3.48, 4.05], [3.86, 3.55, 0.03], [3.24, 3.35, 1.20], [3.90, 4.05, 2.31], [3.31, 3.63, 3.65], [4.07, 4.50, 4.69], [3.50, 2.26, 3.99], [4.69, 2.85, -0.21], [4.23, 4.55, -0.11], [3.13, 3.40, -0.78], [4.98, 3.80, 2.24], [3.77, 5.11, 2.10], [2.22, 3.89, 3.60], [5.09, 4.09, 4.83], [3.61, 4.43, 5.62], [4.03, 5.57, 4.42], [3.32, 2.02, 4.97], [2.86, 1.64, 3.46], [0.13, -6.94, 0.46], [0.90, -5.92, 1.12], [0.57, -5.63, 2.47], [0.33, -6.80, 3.41], [0.06, -6.19, 4.77], [1.38, -7.77, 3.63], [-0.93, -6.77, 0.64], [0.29, -7.92, 0.92], [0.36, -7.01, -0.63], [1.38, -5.00, 2.81], [-0.31, -5.02, 2.59], [-0.51, -7.29, 3.00], [-0.54, -5.24, 4.80], [1.00, -5.95, 5.24], [-0.48, -6.88, 5.38], [1.28, -8.63, 3.09], [2.29, -7.34, 3.49], [-3.11, -7.83, 1.76], [-2.85, -6.57, 2.39], [-3.78, -5.61, 1.95], [-3.13, -4.27, 2.23], [-3.15, -4.13, 3.77], [-3.83, -3.20, 1.51], [-2.72, -7.87, 0.78], [-4.15, -8.08, 1.75], [-2.61, -8.58, 2.30], [-3.96, -5.84, 0.90], [-4.71, -5.63, 2.54], [-2.11, -4.20, 1.80], [-4.22, -4.22, 4.15], [-2.90, -3.08, 4.04], [-2.53, -4.84, 4.30], [-4.74, -2.97, 1.86], [-3.30, -2.34, 1.61], [6.49, 0.39, 1.18], [6.05, -0.10, 2.60], [6.77, -1.39, 3.02], [6.21, 0.97, 3.46], [6.41, -0.41, 0.46], [7.60, 0.57, 1.18], [5.84, 1.31, 0.93], [5.00, -0.41, 2.47], [6.81, -1.63, 4.09], [7.87, -1.32, 2.72], [6.42, -2.24, 2.43], [5.36, 1.46, 3.47], [3.73, -2.73, -0.77], [4.10, -3.95, 0.10], [4.97, -4.87, -0.71], [4.87, -3.49, 1.20], [3.22, -1.93, -0.21], [3.11, -3.14, -1.64], [4.71, -2.37, -1.11], [3.22, -4.46, 0.48], [4.37, -5.22, -1.52], [5.33, -5.78, -0.12], [5.80, -4.34, -1.19], [4.42, -3.49, 2.04]],
  "e_tot_ev": -105151.257,
  "e_homo_ha": -0.3136,
  "mol_weight_g_mol": 1215.9,
  "smiles": "CC1(C)CCCC(C)(C)N1O.CC1(C)CCCC(C)(C)N1O.CC1(C)CCCC(C)(C)N1O.COC[C@H](C)N.COC[C@H](C)N.COC[C@H](C)N.COC[C@H](C)N.COC[C@H](C)N.COC[C@H](C)N.COC[C@H](C)N.CC(C)O.CC(C)O",
  "total_charge": 0
}

***

{
  "formula": "C5H6O2S",
  "method": "wB97M-V/def2-TZVPD",
  "species": ["O", "C", "C", "C", "O", "C", "C", "S", "H", "H", "H", "H", "H", "H"],
  "coordinates": [[0.56, 2.17, 0.37], [0.73, 0.95, 0.21], [1.62, 0.32, -0.89], [1.41, -1.16, -0.65], [0.96, -1.32, 0.68], [0.18, -0.18, 0.99], [-1.27, -0.55, 0.68], [-2.10, 0.02, -0.56], [2.67, 0.61, -0.72], [1.37, 0.66, -1.90], [0.58, -1.46, -1.36], [2.21, -1.90, -0.81], [0.43, -0.01, 2.06], [-1.74, -1.27, 1.34]],
  "relative_energy_kj_mol": 140.64,
  "e_tot_ev": -20210.749,
  "e_homo_ha": -0.3345,
  "mol_weight_g_mol": 130.2,
  "smiles": "O=C1CCO[C@@H]1C=S",
  "total_charge": 0
}

***

{
  "formula": "C38H55BrN6OTa",
  "method": "wB97M-V/def2-TZVPD",
  "species": ["Ta", "C", "C", "C", "N", "C", "C", "C", "C", "C", "C", "C", "N", "C", "C", "C", "N", "C", "C", "C", "C", "C", "C", "C", "N", "C", "C", "H", "H", "H", "H", "H", "H", "H", "H", "H", "H", "H", "H", "H", "H", "H", "H", "H", "H", "H", "H", "H", "H", "H", "H", "H", "H", "C", "C", "C", "C", "C", "C", "C", "Br", "C", "O", "C", "C", "C", "C", "C", "C", "H", "H", "H", "H", "H", "H", "H", "H", "H", "H", "H", "H", "H", "H", "H", "H", "H", "H", "H", "H", "N", "C", "C", "N", "H", "H", "H", "H", "H", "H", "H", "H", "H"],
  "coordinates": [[0.34, -0.22, 1.37], [4.02, -2.31, 0.44], [2.86, -3.29, 0.64], [1.86, -3.10, 1.81], [1.52, -1.74, 2.24], [2.08, -1.33, 3.42], [3.24, -1.94, 3.93], [3.98, -1.71, 5.08], [3.84, -0.72, 6.02], [2.85, 0.26, 6.05], [1.74, 0.41, 5.23], [1.31, -0.31, 4.10], [0.10, -0.09, 3.54], [-0.90, 0.67, 4.28], [-0.88, 2.18, 3.99], [-1.07, 2.43, 2.50], [0.06, 1.94, 1.74], [0.89, 2.73, 1.09], [0.87, 4.15, 1.20], [1.43, 5.11, 0.40], [2.16, 4.96, -0.78], [2.70, 3.79, -1.27], [2.67, 2.52, -0.70], [1.92, 2.02, 0.35], [2.07, 0.73, 0.78], [3.41, 0.18, 0.79], [3.62, -0.98, -0.21], [4.73, -2.81, -0.22], [4.55, -2.11, 1.37], [3.30, -4.29, 0.79], [2.32, -3.34, -0.30], [2.19, -3.69, 2.66], [0.93, -3.58, 1.50], [3.66, -2.72, 3.31], [4.80, -2.40, 5.22], [4.57, -0.68, 6.81], [2.93, 0.99, 6.84], [1.11, 1.23, 5.53], [-0.80, 0.49, 5.36], [-1.89, 0.30, 3.99], [0.05, 2.64, 4.32], [-1.70, 2.65, 4.54], [-1.27, 3.48, 2.31], [-1.96, 1.87, 2.15], [0.32, 4.53, 2.05], [1.23, 6.13, 0.70], [2.35, 5.87, -1.35], [3.28, 3.88, -2.18], [3.28, 1.79, -1.20], [3.62, -0.17, 1.81], [4.13, 0.98, 0.59], [4.41, -0.70, -0.91], [2.70, -1.11, -0.79], [0.30, -1.50, -5.97], [-1.17, -1.27, -5.60], [-1.75, -0.19, -6.52], [-1.96, -2.57, -5.82], [-1.22, -0.87, -4.14], [-0.89, -1.79, -3.15], [-0.82, -1.36, -1.85], [-0.39, -2.54, -0.39], [-1.03, -0.04, -1.41], [-0.72, 0.22, -0.13], [-1.51, 0.86, -2.39], [-1.55, 0.41, -3.71], [-2.05, 2.26, -2.13], [-1.22, 3.30, -2.89], [-3.52, 2.29, -2.59], [-2.04, 2.63, -0.65], [0.38, -1.76, -7.02], [0.73, -2.31, -5.38], [0.88, -0.59, -5.80], [-1.71, -0.54, -7.55], [-1.16, 0.72, -6.47], [-2.78, 0.03, -6.28], [-1.99, -2.80, -6.88], [-2.98, -2.47, -5.46], [-1.49, -3.41, -5.32], [-0.69, -2.82, -3.39], [-1.85, 1.13, -4.46], [-1.27, 3.15, -3.96], [-1.59, 4.29, -2.67], [-0.17, 3.24, -2.58], [-3.63, 2.07, -3.65], [-3.93, 3.28, -2.41], [-4.11, 1.57, -2.03], [-1.01, 2.73, -0.31], [-2.55, 1.87, -0.06], [-2.54, 3.57, -0.51], [-4.30, -3.05, 0.10], [-3.54, -3.70, 1.21], [-3.41, -2.77, 2.42], [-2.59, -1.59, 2.13], [-4.40, -3.69, -0.70], [-3.79, -2.21, -0.22], [-5.24, -2.77, 0.42], [-2.55, -3.96, 0.84], [-4.07, -4.60, 1.51], [-2.94, -3.36, 3.20], [-4.41, -2.50, 2.78], [-2.09, -1.35, 2.98], [-3.18, -0.79, 1.91]],
  "relative_energy_kj_mol": 206.92,
  "e_tot_ev": -122858.480,
  "e_homo_ha": -0.5683,
  "mol_weight_g_mol": 872.8,
  "total_charge": 3
}

***

{
  "formula": "C14H17ClN2OS",
  "method": "wB97M-V/def2-TZVPD",
  "species": ["C", "C", "C", "N", "C", "C", "C", "C", "S", "N", "C", "C", "C", "Cl", "C", "C", "C", "O", "C", "H", "H", "H", "H", "H", "H", "H", "H", "H", "H", "H", "H", "H", "H", "H", "H", "H"],
  "coordinates": [[-0.84, -3.25, -0.89], [-0.43, -2.18, -1.55], [-0.56, -0.75, -1.10], [-1.25, -0.60, 0.16], [-2.68, -0.38, 0.05], [-2.97, 0.94, -0.58], [-3.84, 1.11, -1.57], [-0.71, -0.98, 1.34], [-1.61, -1.33, 2.68], [0.65, -1.17, 1.42], [1.69, -0.39, 0.92], [2.92, -0.98, 0.70], [3.99, -0.23, 0.24], [5.51, -0.99, -0.03], [3.84, 1.12, -0.02], [2.61, 1.73, 0.22], [1.53, 1.00, 0.70], [0.31, 1.53, 0.98], [0.15, 2.92, 0.95], [-0.71, -4.24, -1.29], [-1.32, -3.18, 0.07], [0.06, -2.28, -2.51], [0.44, -0.31, -1.06], [-1.13, -0.19, -1.85], [-3.08, -0.40, 1.07], [-3.14, -1.20, -0.51], [-2.42, 1.77, -0.17], [-4.04, 2.08, -1.98], [-4.39, 0.29, -1.98], [0.90, -1.75, 2.22], [3.04, -2.04, 0.90], [4.67, 1.70, -0.38], [2.52, 2.78, 0.03], [0.22, 3.31, -0.08], [0.89, 3.43, 1.58], [-0.84, 3.12, 1.34]],
  "relative_energy_kj_mol": 241.94,
  "e_tot_ev": -43177.789,
  "e_homo_ha": -0.2900,
  "mol_weight_g_mol": 296.8,
  "smiles": "C=CCN(CC=C)C(=S)Nc1cc(Cl)ccc1OC",
  "total_charge": 0
}